# 1
Entry from OMol25: a cluster of 8 separate species, C58H60NO20S in total in a non-equilibrium geometry (wB97M-V/def2-TZVPD).

* molar mass: 1123.2 g mol⁻¹
* total charge: -1
* lowest unoccupied orbital energy: -0.732 eV

Each line ends with the Löwdin charge.
Positions of all 140 atoms, in Å:
C 4.12 4.07 2.19  -0.10
O 3.32 4.05 1.03  -0.20
C 3.00 2.74 0.59  -0.24
C 2.16 2.84 -0.67  -0.18
C 0.67 2.99 -0.36  -0.20
C 0.00 1.70 0.13  -0.20
C -1.51 1.68 -0.13  -0.20
C -2.19 0.46 0.51  -0.18
C -1.85 -0.83 -0.25  -0.22
C -0.76 -1.68 0.40  -0.14
C -1.32 -2.64 1.48  -0.20
N -0.73 -2.63 2.80  -0.14
C 0.53 -3.32 2.92  -0.18
C 1.78 -2.61 2.38  -0.18
C 3.04 -3.38 2.77  -0.21
C 4.27 -3.03 1.93  -0.24
S 4.42 -3.88 0.39  0.58
O 5.63 -3.47 -0.27  -0.31
O 4.17 -5.28 0.58  -0.28
O 3.20 -3.22 -0.39  -0.17
C -0.77 -1.33 3.45  -0.14
C -0.59 -1.33 5.01  -0.72
O -0.89 -2.37 5.61  -0.06
O -0.20 -0.20 5.45  -0.11
H 4.73 4.97 2.15  0.05
H 4.79 3.20 2.23  0.09
H 3.50 4.09 3.09  0.09
H 2.45 2.22 1.38  0.13
H 3.93 2.18 0.42  0.12
H 2.51 3.71 -1.22  0.11
H 2.32 1.95 -1.28  0.11
H 0.58 3.76 0.41  0.09
H 0.14 3.36 -1.24  0.11
H 0.47 0.85 -0.36  0.11
H 0.14 1.59 1.21  0.12
H -1.69 1.66 -1.21  0.11
H -1.94 2.60 0.27  0.08
H -1.93 0.39 1.57  0.10
H -3.27 0.62 0.47  0.09
H -1.62 -0.58 -1.29  0.12
H -2.75 -1.46 -0.29  0.00
H -0.27 -2.28 -0.38  0.11
H 0.01 -1.04 0.83  0.09
H -1.22 -3.67 1.10  0.11
H -2.39 -2.45 1.60  0.07
H 0.44 -4.28 2.39  0.12
H 0.68 -3.55 3.97  0.12
H 1.73 -2.53 1.29  0.08
H 1.84 -1.60 2.79  0.12
H 2.86 -4.46 2.69  0.11
H 3.28 -3.19 3.81  0.12
H 4.36 -1.97 1.72  0.11
H 5.19 -3.36 2.42  0.11
H 3.29 -3.43 -1.34  0.04
H -0.04 -0.61 3.05  0.09
H -1.76 -0.91 3.27  0.10
C -6.64 1.70 3.41  0.01
C -5.43 2.19 3.16  0.03
C -5.05 2.59 1.78  -0.37
O -3.91 2.92 1.53  0.09
C -6.08 2.50 0.72  0.03
C -7.28 1.98 0.97  0.01
C -7.64 1.52 2.34  -0.41
O -8.71 0.99 2.55  0.09
H -6.93 1.34 4.39  0.13
H -4.66 2.26 3.91  0.13
H -5.77 2.81 -0.27  0.12
H -8.03 1.84 0.20  0.12
C -5.49 -4.10 3.41  0.02
C -4.75 -3.00 3.42  0.04
C -5.20 -1.79 2.70  -0.37
O -4.53 -0.78 2.65  0.10
C -6.51 -1.84 1.99  0.02
C -7.26 -2.94 1.99  0.03
C -6.80 -4.16 2.71  -0.38
O -7.47 -5.17 2.70  0.09
H -5.19 -5.01 3.92  0.13
H -3.79 -2.94 3.93  0.14
H -6.79 -0.93 1.48  0.10
H -8.21 -3.00 1.50  0.12
C 4.18 -2.66 -4.18  0.02
C 4.47 -1.77 -5.13  0.02
C 3.40 -1.13 -5.93  -0.39
O 3.66 -0.36 -6.83  0.10
C 1.99 -1.49 -5.61  0.02
C 1.70 -2.37 -4.65  0.03
C 2.78 -3.02 -3.87  -0.37
O 2.51 -3.83 -3.00  0.09
H 4.94 -3.16 -3.59  0.13
H 5.48 -1.50 -5.38  0.12
H 1.23 -1.00 -6.20  0.12
H 0.69 -2.65 -4.40  0.13
C 7.63 8.50 1.44  0.02
C 7.25 9.73 1.11  0.02
C 5.88 10.02 0.64  -0.39
O 5.54 11.15 0.34  0.10
C 4.93 8.88 0.54  0.02
C 5.30 7.65 0.87  0.03
C 6.68 7.36 1.34  -0.38
O 7.02 6.23 1.64  0.11
H 8.62 8.26 1.78  0.12
H 7.92 10.58 1.17  0.12
H 3.93 9.12 0.19  0.12
H 4.63 6.80 0.79  0.11
C -3.73 -5.17 -2.06  0.02
C -3.53 -5.50 -0.79  0.04
C -3.38 -4.46 0.26  -0.35
O -3.20 -4.76 1.42  0.11
C -3.46 -3.04 -0.16  -0.03
C -3.66 -2.71 -1.44  0.04
C -3.81 -3.74 -2.49  -0.37
O -4.00 -3.45 -3.65  0.09
H -3.84 -5.90 -2.85  0.12
H -3.46 -6.53 -0.46  0.12
H -3.33 -2.30 0.62  0.08
H -3.71 -1.68 -1.77  0.13
C 3.14 -4.27 -8.70  0.03
C 2.64 -4.77 -9.83  0.02
C 2.01 -6.11 -9.86  -0.39
O 1.55 -6.57 -10.89  0.11
C 1.98 -6.89 -8.59  0.02
C 2.48 -6.39 -7.47  0.03
C 3.11 -5.04 -7.44  -0.36
O 3.57 -4.59 -6.41  0.11
H 3.60 -3.29 -8.65  0.12
H 2.65 -4.22 -10.77  0.12
H 1.52 -7.86 -8.65  0.12
H 2.47 -6.93 -6.53  0.13
C -1.90 5.86 3.91  0.03
C -2.29 5.50 2.69  0.03
C -1.40 5.68 1.51  -0.38
O -1.77 5.39 0.39  0.10
C -0.05 6.25 1.75  0.01
C 0.34 6.60 2.97  0.02
C -0.55 6.45 4.14  -0.39
O -0.20 6.80 5.25  0.10
H -2.52 5.74 4.78  0.12
H -3.26 5.06 2.49  0.10
H 0.58 6.35 0.87  0.12
H 1.32 7.02 3.17  0.12



# 2
Entry from OMol25: a structure of composition C58H61N6OS4SeSiW in a non-equilibrium geometry (wB97M-V/def2-TZVPD).

* molar mass: 1277.3 g mol⁻¹
* relative energy (zero: lowest compared OMol25 entry of this formula, charge and spin): 0.0000 eV
* total charge: +3
* lowest unoccupied orbital energy (alpha / beta): -8.911 / -8.915 eV

Each line ends with the Löwdin charge.
Positions of all 133 atoms, in Å:
W 0.83 -1.29 0.02  1.27
N -1.15 -1.48 0.45  -0.44
S -1.85 -2.33 1.46  0.83
N -0.94 -2.99 2.62  -0.33
S 0.38 -3.68 2.07  0.82
N 1.05 -3.02 0.90  -0.48
S 3.78 -2.08 0.90  1.05
N 2.72 -1.13 0.22  -0.53
C 5.12 -2.27 -0.25  -0.41
C 5.38 -3.55 -0.71  -0.07
C 6.40 -3.74 -1.64  -0.05
C 7.12 -2.66 -2.10  -0.04
C 6.85 -1.37 -1.64  -0.04
C 5.85 -1.17 -0.71  -0.07
C 4.59 -1.29 2.30  -0.32
C 5.58 -2.01 2.83  -0.06
C 6.11 -1.74 4.17  -0.05
C 5.58 -0.79 4.93  -0.03
C 4.58 0.18 4.40  -0.15
C 4.00 -0.07 2.95  -0.15
C 1.40 -3.79 3.51  -0.30
C 2.55 -4.57 3.39  -0.06
C 3.41 -4.65 4.47  -0.05
C 3.12 -3.96 5.65  -0.04
C 1.96 -3.20 5.75  -0.05
C 1.09 -3.10 4.67  -0.05
C 0.09 -5.37 1.65  -0.34
C 0.64 -5.88 0.49  -0.07
C 0.41 -7.22 0.19  -0.05
C -0.36 -8.00 1.03  -0.04
C -0.91 -7.47 2.19  -0.04
C -0.68 -6.14 2.52  -0.05
C -3.05 -1.45 2.38  -0.33
C -3.74 -0.46 1.69  -0.06
C -4.79 0.18 2.33  -0.04
C -5.14 -0.17 3.63  -0.04
C -4.43 -1.16 4.30  -0.06
C -3.37 -1.81 3.69  -0.07
C -2.74 -3.67 0.72  -0.30
C -3.85 -4.23 1.33  -0.04
C -4.44 -5.34 0.74  -0.04
C -3.92 -5.87 -0.43  -0.03
C -2.81 -5.30 -1.03  -0.05
C -2.21 -4.18 -0.46  -0.09
H 4.80 -4.39 -0.34  0.11
H 6.62 -4.74 -2.00  0.12
H 7.91 -2.81 -2.82  0.12
H 7.42 -0.53 -2.01  0.12
H 5.62 -0.18 -0.35  0.10
H 5.95 -2.89 2.32  0.12
H 6.89 -2.39 4.55  0.12
H 5.93 -0.64 5.95  0.13
H 3.80 0.37 5.14  0.14
H 2.91 -0.09 2.90  0.12
H 2.76 -5.11 2.48  0.12
H 4.30 -5.26 4.41  0.12
H 3.78 -4.04 6.49  0.12
H 1.73 -2.69 6.67  0.11
H 0.18 -2.52 4.73  0.09
H 1.21 -5.24 -0.17  0.11
H 0.83 -7.65 -0.71  0.12
H -0.53 -9.04 0.79  0.12
H -1.50 -8.09 2.85  0.12
H -1.10 -5.71 3.42  0.12
H -3.47 -0.22 0.68  0.11
H -5.35 0.95 1.81  0.12
H -5.97 0.32 4.11  0.12
H -4.70 -1.42 5.32  0.12
H -2.81 -2.57 4.20  0.11
H -4.27 -3.81 2.24  0.11
H -5.32 -5.78 1.20  0.12
H -4.39 -6.74 -0.88  0.12
H -2.41 -5.71 -1.94  0.11
H -1.35 -3.72 -0.91  0.04
C 0.32 -1.56 -5.42  -0.21
Si -0.52 -2.70 -4.22  0.33
C -0.08 -4.49 -4.35  -0.20
C -2.32 -2.32 -3.93  -0.19
Se 0.57 -2.14 -2.15  0.49
H -0.19 -1.60 -6.39  0.05
H 1.36 -1.84 -5.57  0.04
H 0.27 -0.53 -5.05  0.03
H -0.85 -5.03 -4.91  0.05
H -0.01 -4.95 -3.36  0.01
H 0.87 -4.63 -4.86  0.05
H -2.94 -2.96 -4.56  0.05
H -2.53 -1.28 -4.19  0.04
H -2.60 -2.49 -2.90  0.02
O 0.75 -0.11 1.60  -0.83
S 0.18 1.40 1.83  0.93
C 0.51 1.74 3.56  -0.40
C -0.37 1.15 4.62  -0.28
C 0.14 0.23 5.52  -0.06
C -0.64 -0.24 6.56  -0.07
C -1.94 0.21 6.71  -0.07
C -2.46 1.12 5.80  -0.07
C -1.68 1.58 4.76  -0.04
C 2.87 2.40 0.99  0.15
C 3.66 2.41 2.11  -0.22
C 3.56 3.55 2.92  0.08
C 4.18 3.71 4.17  -0.01
C 4.97 2.71 4.63  0.07
C 5.26 1.49 3.87  -0.16
C 4.60 1.30 2.49  -0.12
H 0.41 2.83 3.56  0.10
H 1.57 1.52 3.76  0.06
H 1.17 -0.09 5.42  0.10
H -0.23 -0.94 7.28  0.11
H -2.54 -0.14 7.54  0.12
H -3.47 1.48 5.92  0.11
H -2.09 2.31 4.07  0.12
H 2.32 3.28 0.69  0.09
H 2.86 1.55 0.33  0.06
H 2.91 4.35 2.57  0.14
H 4.01 4.61 4.75  0.13
H 5.41 2.80 5.62  0.15
H 6.35 1.36 3.85  0.17
H 5.34 1.17 1.69  0.15
C -1.51 3.57 -1.98  0.01
C -0.41 2.57 -1.88  -0.27
C 0.81 2.46 -2.52  0.04
C 1.40 1.28 -2.06  -0.36
N 0.60 0.70 -1.16  -0.14
N -0.49 1.50 -1.06  0.01
C 2.69 0.70 -2.55  -0.04
H -1.99 3.51 -2.96  0.10
H -1.12 4.58 -1.86  0.10
H -2.27 3.40 -1.22  0.08
H 1.21 3.14 -3.26  0.13
H -1.27 1.21 -0.50  0.12
H 3.40 1.51 -2.73  0.09
H 2.52 0.19 -3.49  0.08
H 3.12 -0.01 -1.84  0.03



# 3
Entry from OMol25: a structure of composition C58H62Ge2NO4Sn in a non-equilibrium geometry (wB97M-V/def2-TZVPD).

* molar mass: 1101.1 g mol⁻¹
* relative energy (zero: lowest compared OMol25 entry of this formula, charge and spin): 0.5412 eV
* total charge: +1
* lowest unoccupied orbital energy: -2.717 eV

Each line ends with the Löwdin charge.
Positions of all 128 atoms, in Å:
Sn 0.18 0.90 0.64  1.30
C -0.74 4.57 -3.83  0.03
C -1.66 3.37 -3.71  -0.56
C -2.97 3.64 -4.44  0.03
O -1.02 2.21 -4.25  0.01
C -1.21 1.09 -3.39  -0.13
C -2.21 1.67 -2.37  -0.17
O -1.88 3.05 -2.34  -0.02
C -2.59 1.13 -1.00  -0.36
O -1.59 1.14 -0.04  -0.30
C -3.72 2.05 -0.48  -0.13
C -3.57 2.78 0.69  -0.01
C -4.59 3.61 1.14  -0.07
C -5.77 3.72 0.43  -0.08
C -5.93 2.97 -0.73  -0.06
C -4.92 2.14 -1.17  -0.02
C -3.19 -0.28 -1.08  -0.12
C -3.36 -0.96 0.13  -0.02
C -3.94 -2.22 0.16  -0.06
C -4.39 -2.81 -1.01  -0.08
C -4.25 -2.14 -2.21  -0.08
C -3.65 -0.89 -2.24  -0.04
C 0.17 0.39 -3.20  -0.34
O -0.02 -0.75 -2.37  -0.22
C 0.52 0.04 -4.66  -0.18
C -0.24 -0.93 -5.31  -0.06
C 0.03 -1.30 -6.62  -0.06
C 1.07 -0.68 -7.31  -0.07
C 1.81 0.30 -6.68  -0.06
C 1.53 0.67 -5.37  -0.02
C 1.31 1.16 -2.55  -0.17
C 2.55 0.52 -2.47  -0.03
C 3.64 1.15 -1.90  -0.07
C 3.50 2.43 -1.36  -0.08
C 2.27 3.05 -1.40  -0.07
C 1.18 2.41 -1.99  -0.08
H -0.60 4.81 -4.88  0.10
H 0.23 4.37 -3.39  0.07
H -1.20 5.43 -3.33  0.10
H -2.76 3.77 -5.50  0.10
H -3.43 4.55 -4.06  0.10
H -3.69 2.82 -4.34  0.09
H -1.77 0.32 -3.92  0.13
H -3.15 1.58 -2.92  0.12
H -2.65 2.69 1.26  0.10
H -4.45 4.17 2.06  0.10
H -6.56 4.36 0.78  0.10
H -6.86 3.03 -1.28  0.11
H -5.08 1.55 -2.06  0.12
H -3.04 -0.48 1.04  0.11
H -4.07 -2.72 1.11  0.11
H -4.86 -3.79 -0.98  0.11
H -4.61 -2.58 -3.12  0.11
H -3.57 -0.39 -3.20  0.11
H -1.05 -1.42 -4.79  0.11
H -0.57 -2.06 -7.10  0.11
H 1.28 -0.97 -8.33  0.11
H 2.60 0.80 -7.22  0.11
H 2.12 1.45 -4.91  0.12
H 2.68 -0.46 -2.91  0.11
H 4.60 0.66 -1.88  0.12
H 4.35 2.94 -0.93  0.11
H 2.16 4.05 -1.00  0.11
H 0.21 2.88 -2.02  0.07
C 1.75 -4.08 -4.75  -0.15
C 1.96 -2.81 -3.92  -0.30
Ge 0.55 -2.47 -2.57  0.92
C -1.11 -3.50 -2.61  -0.30
C -1.06 -4.96 -3.05  -0.15
C 1.56 -3.02 -1.00  -0.17
C 2.17 -2.56 0.09  -0.36
Ge 2.15 -0.87 1.06  0.94
C 3.87 0.05 1.15  -0.38
C 4.61 -0.16 2.47  -0.15
C -0.88 -1.67 2.80  -0.23
C -0.43 -3.09 3.10  -0.07
C 3.19 -3.43 0.78  -0.26
C 3.32 -3.51 2.17  -0.09
C 4.30 -4.30 2.76  -0.07
C 5.19 -5.01 1.97  -0.07
C 5.08 -4.94 0.59  -0.07
C 4.11 -4.15 0.01  -0.04
H 2.56 -4.21 -5.46  0.08
H 0.82 -4.04 -5.31  0.06
H 1.72 -4.98 -4.12  0.07
H 2.09 -1.96 -4.59  0.05
H 2.89 -2.90 -3.35  0.06
H -1.83 -2.93 -3.19  0.04
H -1.47 -3.44 -1.58  0.07
H -0.83 -5.06 -4.11  0.05
H -2.03 -5.43 -2.88  0.07
H -0.32 -5.53 -2.50  0.07
H 1.82 -4.07 -1.21  0.07
H 3.67 1.11 0.99  0.04
H 4.44 -0.31 0.30  0.06
H 4.02 0.19 3.32  0.07
H 5.55 0.40 2.46  0.08
H 4.86 -1.21 2.63  0.06
H -0.91 -1.52 1.71  0.08
H -1.92 -1.54 3.13  0.13
H 0.56 -3.30 2.68  0.04
H -1.12 -3.80 2.65  0.08
H -0.40 -3.29 4.17  0.08
H 2.63 -2.99 2.82  0.07
H 4.37 -4.35 3.84  0.11
H 5.95 -5.62 2.43  0.11
H 5.78 -5.48 -0.04  0.11
H 4.06 -4.07 -1.07  0.11
C -0.37 5.34 1.12  -0.02
C -0.20 5.49 2.49  -0.02
C 0.05 4.38 3.26  0.02
C 0.16 3.13 2.67  -0.20
N 0.07 3.01 1.33  0.00
C -0.23 4.08 0.58  -0.10
C 0.25 1.88 3.43  -0.21
C 0.69 1.84 4.77  -0.02
C 0.67 0.62 5.42  -0.05
C 0.23 -0.54 4.78  -0.02
C -0.11 -0.52 3.43  -0.34
C -0.16 0.73 2.78  -0.21
H -0.62 6.17 0.48  0.12
H -0.31 6.46 2.95  0.12
H 0.10 4.46 4.34  0.12
H -0.40 3.90 -0.46  0.10
H 1.03 2.72 5.28  0.11
H 0.98 0.57 6.46  0.11
H 0.21 -1.47 5.33  0.11
H 1.55 -1.10 2.46  0.00



Q: Among the records above, which one has the highest molar mass?
A: C58H61N6OS4SeSiW